This record from the OMol25 dataset describes C5H10OS in the gas phase. The level of theory is wB97M-V/def2-TZVPD.

Summary:
**E**: -669.88638 a.u.
**E_HOMO**: -8.7 eV
**Energy above the lowest of the compared OMol25 structures with the same formula, charge and spin**: 31.4 kcal/mol
**Frontier orbital gap**: 0.3510 Ha

Geometry as ORCA input:
```
! RIJCOSX wB97M-V def2-TZVPD def2/J DEFGRID3
* xyz 0 1
C 2.3321 -1.5838 -0.7429
C 1.3163 -0.9976 -0.1120
O 0.0140 -1.3006 -0.3938
C -0.9720 -0.4892 0.2358
C -0.8938 -0.4983 1.7554
S -1.1283 1.2113 -0.5060
C 0.4205 2.0019 -0.0663
H 3.3643 -1.2403 -0.4991
H 2.2053 -2.4141 -1.4951
H 1.4483 -0.2397 0.6642
H -1.9449 -0.9267 -0.0718
H -0.9640 -1.5202 2.1384
H 0.0111 0.0129 2.0835
H -1.7284 0.1281 2.1054
H 1.2432 1.4699 -0.5346
H 0.6973 2.1570 0.9742
H 0.3889 2.9990 -0.5395
*
```



This record from the OMol25 dataset describes a molecular structure, C28H46AsF6N4NaO6S3. The level of theory is wB97M-V/def2-TZVPD.

Summary:
**E**: -5956.81687 a.u.
**E_HOMO**: -7.2 eV
**Frontier orbital gap**: 0.2480 Ha

Geometry as ORCA input:
```
! RIJCOSX wB97M-V def2-TZVPD def2/J DEFGRID3
* xyz 0 1
Na 0.6941 -1.7913 -3.2994
As 0.7340 -0.3421 -0.3719
F 0.0821 -1.9087 -0.8304
F 1.9550 -0.7468 -1.5278
F 1.4605 1.1957 0.1314
F -0.6636 -0.1225 0.7833
F 1.7220 -1.0833 0.9773
F -0.1782 0.4727 -1.6556
C -0.2070 4.5111 -3.6549
C 1.3348 4.6680 -3.3549
C 2.1418 3.5646 -2.5354
C 3.4007 4.1579 -2.0401
N 4.3750 4.6008 -1.6484
H -0.4565 3.4829 -3.9171
H -0.5246 5.1479 -4.4805
H -0.8802 4.8157 -2.8536
H 1.3679 5.6503 -2.8838
H 1.7221 4.6595 -4.3738
H 2.4427 2.6999 -3.1270
H 1.4926 3.1385 -1.7705
C 6.8627 -3.1676 -0.4930
C 6.0256 -3.0466 0.7157
C 4.5645 -2.9097 0.2976
S 4.3671 -3.3504 -1.4099
O 3.9709 -2.2535 -2.2136
O 3.5707 -4.6223 -1.4027
C 6.1055 -3.6685 -1.7529
H 7.8352 -3.6342 -0.3362
H 7.0397 -2.1073 -0.6729
H 6.2264 -2.1865 1.3544
H 6.2948 -3.8766 1.3689
H 4.1786 -1.9174 0.5313
H 3.7907 -3.4943 0.7952
H 6.3785 -3.4221 -2.7790
H 6.2049 -4.7528 -1.7042
C -3.0989 3.3324 1.3668
C -3.1906 4.6771 2.1572
C -1.8572 4.8523 2.9071
S -0.6512 4.5297 1.5427
O 0.6372 4.0964 2.1173
O -0.8329 5.5402 0.4864
C -1.6743 3.0459 0.9307
H -3.7535 3.2617 0.4981
H -3.4802 2.5722 2.0485
H -4.0751 4.6977 2.7937
H -3.2652 5.5205 1.4708
H -1.8741 3.9561 3.5273
H -1.5832 5.8184 3.3310
H -1.2031 2.2358 1.4872
H -1.5409 2.8342 -0.1302
C -3.6257 1.4911 -1.9323
C -4.3430 0.3821 -1.1251
C -3.6800 -0.9107 -1.4249
S -3.1975 -0.9413 -3.2122
O -4.3460 -1.3506 -4.0082
O -1.8518 -1.5393 -3.2593
C -3.1592 0.9363 -3.2959
H -2.8705 2.1064 -1.4432
H -4.3872 2.2444 -2.1343
H -5.4044 0.3188 -1.3649
H -4.3598 0.5415 -0.0469
H -4.1374 -1.8504 -1.1156
H -2.7429 -0.9212 -0.8683
H -3.8743 1.1361 -4.0940
H -2.1533 1.2899 -3.5222
N 0.9993 -0.6949 3.7390
C 2.2322 -0.3037 3.9056
C 2.4236 -0.0048 5.2916
C 1.1831 -0.3231 5.9499
C 0.2944 -0.7590 4.9329
H 0.5521 -0.7985 2.8394
H 2.7749 0.0780 3.0534
H 3.3167 0.3410 5.7909
H 0.9460 -0.2402 7.0002
H -0.7449 -1.0524 4.9158
N -4.0500 -0.5577 5.5120
C -3.2591 0.1282 4.7533
C -2.8857 -0.7410 3.7037
C -3.3209 -1.9757 4.1171
C -3.9670 -1.8907 5.3449
H -4.4991 -0.2079 6.3464
H -3.2183 1.2068 4.7157
H -2.2733 -0.5431 2.8364
H -3.1822 -2.9680 3.7138
H -4.2711 -2.5642 6.1325
N 1.0740 -5.3835 -4.0899
C 0.7075 -5.0379 -2.8613
C -0.5753 -4.4047 -2.8577
C -0.7724 -4.2711 -4.2372
C 0.1103 -4.9398 -4.9669
H 1.9334 -5.8392 -4.3618
H 1.3262 -5.3723 -2.0417
H -1.1430 -4.1768 -1.9676
H -1.6450 -3.8665 -4.7284
H 0.0789 -5.1018 -6.0342
*
```



This record from the OMol25 dataset describes a molecular structure, C17H22Cl4F4O15. The level of theory is wB97M-V/def2-TZVPD.

Summary:
**E**: -4028.79910 a.u.
**E_HOMO**: -7.9 eV
**Energy above the lowest of the compared OMol25 structures with the same formula, charge and spin**: 605.4 kcal/mol
**Frontier orbital gap**: 0.2885 Ha

Geometry as ORCA input:
```
! RIJCOSX wB97M-V def2-TZVPD def2/J DEFGRID3
* xyz 0 1
C -18.7459 3.4376 -0.9203
O -20.0262 3.6323 -0.4563
C -20.3689 4.9106 -0.1738
O -19.7164 5.9809 -0.3359
O -21.6846 4.8516 0.1827
C -22.2010 5.9289 0.9921
H -18.4142 2.4009 -0.9783
H -17.9915 3.6502 -0.1628
H -18.5317 3.9535 -1.8563
H -23.0298 5.4460 1.5097
H -22.5723 6.7851 0.4289
H -21.3973 6.2730 1.6431
C -18.6399 10.4682 -3.7546
C -19.0430 10.8991 -2.3204
O -19.2430 9.6811 -1.7444
C -19.7038 8.7537 -2.6119
O -20.1457 7.6729 -2.3063
O -19.3106 9.1999 -3.8224
F -20.1219 11.6011 -2.1446
H -17.5741 10.2705 -3.8688
H -19.0880 11.1340 -4.4921
H -18.2129 11.3753 -1.7986
C -19.2236 6.7949 -3.7568
C -19.2680 5.3198 -3.8842
O -19.6417 5.0796 -5.2449
C -19.5466 6.2457 -5.9392
O -20.1366 6.4323 -7.0008
O -18.8596 7.0727 -5.1340
F -20.1671 4.8474 -3.0479
H -18.5873 7.2637 -3.0062
H -20.2374 7.1867 -3.6736
H -18.2889 4.8612 -3.7461
C -22.1820 5.6255 -7.1719
C -22.2575 7.1388 -7.3899
O -22.2349 7.7558 -6.1254
C -22.3384 6.8207 -5.1686
O -22.3370 7.1217 -3.9757
O -22.5211 5.5970 -5.7818
F -23.3873 7.3838 -8.1166
H -21.1734 5.2137 -7.2093
H -22.9109 5.0311 -7.7226
H -21.4135 7.3237 -8.0544
C -20.6274 8.6320 0.0657
C -19.2391 7.9581 -0.1879
O -18.9192 7.5203 1.0193
C -19.8001 7.7292 1.9859
O -19.8827 7.1356 3.0194
O -20.7007 8.6746 1.4876
F -18.3959 8.9670 -0.5986
H -21.4702 8.0692 -0.3357
H -20.7327 9.6793 -0.2176
H -19.4169 7.2474 -0.9949
C -22.3912 7.2607 -2.2970
Cl -23.2787 7.5029 -0.7478
Cl -21.5517 5.7027 -2.2574
H -23.0770 7.2853 -3.1439
H -21.6481 8.0538 -2.3800
C -22.9525 3.9638 -3.9010
Cl -22.3180 2.8103 -2.7847
Cl -24.4120 3.4999 -4.7487
H -22.9750 4.8922 -3.3304
H -22.1751 4.1236 -4.6480
*
```



no.,largest force on an atom (eV/A)
1,1.51
2,5.51
3,17.80